[1]
ORCA calculation (ωB97M-V/def2-TZVPD) on C7H12 in the gas phase at a distorted geometry.

Results
Total charge = 0
Structure (SMILES) = CC#CCCCC
E_tot = -7451.130 eV
Highest occupied orbital energy = -8.86 eV

```
19
Properties=species:S:1:pos:R:3:mulliken_charge:R:1
C -2.48 -2.79 1.65 -1.22
C -1.69 -2.12 0.64 0.64
C -1.24 -1.27 -0.07 -0.40
C -0.75 -0.09 -0.72 -0.68
C 0.68 0.37 -0.30 -0.45
C 1.13 1.66 -0.99 -0.32
C 2.51 2.13 -0.54 -1.24
H -1.86 -3.07 2.50 0.28
H -2.95 -3.68 1.25 0.31
H -3.27 -2.11 2.01 0.31
H -1.70 0.31 -0.25 0.16
H -0.91 -0.01 -1.81 0.37
H 0.69 0.51 0.78 0.32
H 1.43 -0.42 -0.51 0.33
H 0.39 2.45 -0.77 0.30
H 1.12 1.51 -2.08 0.30
H 2.54 2.31 0.54 0.32
H 3.27 1.37 -0.77 0.32
H 2.80 3.06 -1.03 0.35
```

---

[2]
ORCA calculation (ωB97M-V/def2-TZVPD) on C7H12 in the gas phase.

Results
Total charge = 0
E_tot = -7449.488 eV
Highest occupied orbital energy = -7.80 eV

```
19
Properties=species:S:1:pos:R:3:mulliken_charge:R:1
C -2.34 -1.08 -0.34 -1.26
C -1.05 -0.53 -0.94 0.23
C -0.77 0.90 -0.68 -0.91
C 0.75 -0.05 1.70 -1.31
C 1.36 0.88 0.67 0.26
C 1.87 0.42 -0.64 -0.82
C 0.62 1.30 -0.63 0.10
H -2.62 -2.03 -0.81 0.36
H -3.15 -0.36 -0.46 0.33
H -2.21 -1.27 0.73 0.28
H -0.23 -1.26 -0.85 0.19
H -1.20 -0.40 -2.04 0.27
H -0.21 0.34 2.08 0.29
H 0.57 -1.05 1.30 0.25
H 1.43 -0.14 2.56 0.41
H 1.88 1.73 1.11 0.38
H 2.76 0.88 -1.05 0.29
H 1.75 -0.63 -0.89 0.20
H 0.80 2.35 -0.85 0.44
```

---

[3]
ORCA calculation (ωB97M-V/def2-TZVPD) on C7H12 in the gas phase at a distorted geometry.

Results
Total charge = 0
Structure (SMILES) = C=C(C)C/C=C/C
E_tot = -7449.220 eV
Highest occupied orbital energy = -8.41 eV

```
19
Properties=species:S:1:pos:R:3:mulliken_charge:R:1
C -0.11 1.74 -1.52 -0.94
C -0.60 0.96 -0.58 0.79
C -1.87 0.34 -1.00 -1.09
C -0.09 1.12 0.95 -0.47
C 0.68 -0.16 1.34 -0.41
C 0.53 -1.40 0.77 0.07
C 1.59 -2.38 0.24 -0.97
H -0.63 2.05 -2.56 0.18
H 0.66 2.54 -1.27 0.21
H -2.63 0.53 -0.15 0.24
H -2.14 0.63 -1.96 0.45
H -1.66 -0.76 -0.84 0.11
H -1.06 1.20 1.69 0.24
H 0.49 2.10 0.84 0.34
H 1.38 0.01 2.22 0.29
H -0.63 -1.68 0.35 0.12
H 2.65 -2.07 0.60 0.28
H 1.57 -2.55 -0.81 0.28
H 1.28 -3.33 0.69 0.29
```

---

[4]
ORCA calculation (ωB97M-V/def2-TZVPD) on C7H12 in the gas phase at a distorted geometry.

Results
Total charge = 0
Structure (SMILES) = C/C=C1/CC1(C)C
E_tot = -7450.534 eV
Highest occupied orbital energy = -9.06 eV

```
19
Properties=species:S:1:pos:R:3:mulliken_charge:R:1
C 0.30 -0.47 2.45 -1.01
C 0.98 0.45 1.48 -0.20
C 0.75 0.51 0.20 -0.19
C 0.77 1.38 -1.02 -1.09
C -0.16 0.13 -0.87 1.63
C 0.20 -1.12 -1.70 -1.47
C -1.68 0.29 -0.61 -1.52
H 0.05 -1.49 1.99 0.25
H -0.55 0.05 2.72 0.29
H 0.92 -0.90 3.37 0.32
H 1.85 0.96 2.04 0.27
H 0.54 2.39 -0.90 0.31
H 1.52 1.09 -1.66 0.33
H 0.23 -0.94 -2.81 0.34
H -0.59 -1.96 -1.54 0.33
H 1.21 -1.61 -1.55 0.35
H -2.21 0.39 -1.50 0.43
H -1.84 1.29 -0.13 0.36
H -2.29 -0.46 0.04 0.27
```

---

[5]
ORCA calculation (ωB97M-V/def2-TZVPD) on C7H12 in the gas phase at a distorted geometry.

Results
Total charge = 0
Structure (SMILES) = C=C/C(=C/C)CC
E_tot = -7450.855 eV
Highest occupied orbital energy = -8.68 eV

```
19
Properties=species:S:1:pos:R:3:mulliken_charge:R:1
C -1.22 2.41 -1.05 -0.73
C -0.12 1.60 -1.03 -0.52
C 0.08 0.41 -0.27 0.56
C -0.87 -0.51 -0.34 -0.38
C -1.35 -1.62 0.70 -1.09
C 1.23 0.27 0.63 -0.35
C 1.88 -1.08 0.21 -0.93
H -1.44 3.33 -1.60 0.27
H -2.01 2.20 -0.38 0.31
H 0.75 2.03 -1.61 0.25
H -1.60 -0.22 -1.11 0.44
H -2.32 -2.18 0.58 0.32
H -1.23 -1.09 1.66 0.24
H -0.68 -2.44 0.75 0.35
H 1.96 1.14 0.88 0.32
H 0.81 0.13 1.69 0.19
H 2.46 -1.18 -0.67 0.33
H 1.02 -1.70 0.06 0.12
H 2.64 -1.51 0.91 0.31
```

---

[6]
ORCA calculation (ωB97M-V/def2-TZVPD) on C7H12 in the gas phase at a distorted geometry.

Results
Total charge = 0
Structure (SMILES) = C=C(C)/C(C)=C/C
E_tot = -7451.288 eV
Highest occupied orbital energy = -8.28 eV

```
19
Properties=species:S:1:pos:R:3:mulliken_charge:R:1
C -1.51 1.80 -0.23 -0.89
C -1.21 0.47 -0.02 0.60
C -2.34 -0.56 0.01 -1.37
C 0.17 -0.07 0.08 0.63
C 0.48 -1.24 0.93 -1.69
C 1.17 0.43 -0.68 -0.26
C 2.62 0.10 -0.60 -1.08
H -0.70 2.54 0.22 0.24
H -2.51 2.08 -0.65 0.26
H -2.03 -1.41 -0.49 0.36
H -3.19 -0.04 -0.48 0.42
H -2.68 -0.69 1.09 0.25
H -0.22 -1.29 1.76 0.34
H 1.41 -1.17 1.55 0.47
H 0.64 -2.15 0.51 0.47
H 0.98 1.29 -1.36 0.37
H 2.96 0.15 -1.65 0.32
H 2.71 -0.88 -0.12 0.28
H 3.25 0.65 0.14 0.27
```

---

[7]
ORCA calculation (ωB97M-V/def2-TZVPD) on C7H12 in the gas phase at a distorted geometry.

Results
Total charge = 0
Structure (SMILES) = C[C@H]1[C@H]2CCC[C@@H]12
E_tot = -7452.906 eV
Highest occupied orbital energy = -9.70 eV

```
19
Properties=species:S:1:pos:R:3:mulliken_charge:R:1
C -1.96 0.07 0.47 -1.49
C -1.19 -0.57 -0.66 -0.03
C -0.02 0.06 -1.37 -0.14
C 0.73 1.22 -0.73 -0.81
C 1.46 0.69 0.54 -0.68
C 1.08 -0.82 0.66 -0.80
C 0.19 -1.17 -0.53 -0.14
H -2.72 0.75 0.08 0.34
H -2.47 -0.69 1.07 0.34
H -1.32 0.65 1.14 0.33
H -1.84 -1.14 -1.32 0.40
H -0.02 -0.01 -2.46 0.38
H 1.46 1.59 -1.47 0.39
H 0.06 2.06 -0.51 0.27
H 2.53 0.75 0.37 0.28
H 1.15 1.24 1.43 0.31
H 0.59 -1.05 1.61 0.27
H 1.98 -1.45 0.60 0.39
H 0.34 -2.14 -1.00 0.38
```

---

[8]
ORCA calculation (ωB97M-V/def2-TZVPD) on C7H12 in the gas phase.

Results
Total charge = 0
E_tot = -7449.271 eV
Highest occupied orbital energy = -8.16 eV

```
19
Properties=species:S:1:pos:R:3:mulliken_charge:R:1
C 1.40 0.23 -2.45 -0.88
C 0.70 0.86 -1.31 -0.29
C -0.46 0.06 -0.82 -0.58
C -0.40 -0.07 0.70 1.16
C -1.18 0.87 1.57 -0.89
C -1.61 -0.57 1.44 -0.70
C 1.00 -0.50 1.14 -1.58
H 1.31 0.95 -3.27 0.33
H 1.04 -0.76 -2.77 0.31
H 2.48 0.19 -2.26 0.31
H 1.73 0.21 0.72 0.38
H -1.34 0.65 -1.13 0.35
H -0.56 -0.95 -1.28 0.32
H -1.78 1.64 1.09 0.25
H -0.73 1.17 2.51 0.27
H -2.52 -0.77 0.87 0.25
H -1.48 -1.23 2.29 0.27
H 1.25 -1.49 0.75 0.32
H 1.13 -0.51 2.23 0.42
```

---

[9]
ORCA calculation (ωB97M-V/def2-TZVPD) on 2 unconnected molecules or ions with the total composition C7H12.

Results
Total charge = 0
Structure (SMILES) = CC1=CC1.C=CC
E_tot = -7450.343 eV
Highest occupied orbital energy = -9.08 eV

```
19
Properties=species:S:1:pos:R:3:mulliken_charge:R:1
C -0.61 -1.69 0.52 -1.04
C -1.36 -0.77 -0.37 0.36
C -1.75 -0.36 -1.53 -0.31
C -2.49 0.20 -0.36 -0.58
H -1.33 -2.40 0.94 0.37
H 0.16 -2.25 -0.02 0.24
H -0.15 -1.14 1.34 0.26
H -1.72 -0.43 -2.61 0.36
H -2.33 1.24 -0.05 0.15
H -3.49 -0.17 -0.11 0.22
C 0.69 1.66 0.82 -0.65
C 1.84 0.99 0.77 -0.02
C 2.31 0.20 -0.43 -0.90
H 0.41 2.24 1.70 0.24
H 0.00 1.65 -0.01 0.19
H 2.52 1.02 1.62 0.31
H 3.12 0.73 -0.94 0.33
H 1.49 0.06 -1.14 0.21
H 2.69 -0.78 -0.14 0.26
```

---

[10]
ORCA calculation (ωB97M-V/def2-TZVPD) on C7H12 in the gas phase.

Results
Total charge = 0
Structure (SMILES) = CC1CC2(CC2)C1
E_tot = -7452.177 eV
Highest occupied orbital energy = -9.77 eV

```
19
Properties=species:S:1:pos:R:3:mulliken_charge:R:1
C -2.57 0.23 0.17 -1.56
C -1.21 -0.45 0.02 0.63
C -0.22 0.10 -1.04 -1.03
C 0.88 0.03 0.02 0.91
C 2.18 -0.70 -0.09 -0.84
C 2.16 0.80 0.04 -0.70
C -0.15 -0.21 1.13 -0.95
H -3.22 -0.01 -0.67 0.37
H -2.46 1.32 0.20 0.35
H -3.07 -0.09 1.09 0.36
H -1.36 -1.53 -0.12 0.29
H -0.08 -0.51 -1.94 0.31
H -0.45 1.13 -1.34 0.28
H 2.47 -1.14 -1.04 0.25
H 2.50 -1.27 0.78 0.25
H 2.39 1.38 -0.86 0.24
H 2.51 1.25 0.96 0.24
H -0.35 0.67 1.75 0.29
H 0.05 -1.07 1.78 0.31
```

---

Going through the records in order, we get energy relative to the best compared isomer or geometry (same formula, charge and spin) values of 222.1 380.5 406.3 279.5 248.5 206.8 50.7 401.4 298.0 121.0 kJ/mol.